Record 1
11
Properties=species:S:1:pos:R:3:forces:R:3:lowdin_charge:R:1 method="wB97M-V/def2-TZVPD" fmax_ev_per_a=1.81 spin_multiplicity=1 homo_lumo_gap_ev=8.895 smiles="FC1=NN=C/C1=C/S" e_above_lowest_ev=2.017 total_charge=0 e_tot_ev=-20727.42751
F 0.0305 2.3505 -0.0024 -0.2 0.0 0.0 0.0909
C -0.7375 1.2689 -0.0067 0.5 -0.3 0.0 -0.3712
N -2.0039 1.2908 0.0024 0.0 0.6 -0.1 0.1008
N -2.4452 -0.0532 -0.0030 -0.5 -0.1 0.0 0.0306
C -1.4320 -0.8293 -0.0036 0.5 -1.7 0.1 -0.1428
C -0.1787 -0.0819 -0.0078 0.0 0.2 0.0 -0.2433
C 1.1008 -0.5025 -0.0079 -0.2 -0.7 0.1 -0.4230
S 2.4819 0.5339 -0.0017 0.2 -0.1 0.0 0.8468
H -1.5368 -1.9421 0.0140 0.1 1.2 -0.1 0.1279
H 1.3137 -1.5869 0.0068 -0.2 0.7 0.0 0.0953
H 3.4072 -0.4481 0.0098 -0.3 0.2 0.0 -0.1120


Record 2
11
Properties=species:S:1:pos:R:3:forces:R:3:lowdin_charge:R:1 method="wB97M-V/def2-TZVPD" fmax_ev_per_a=7.72 spin_multiplicity=1 homo_lumo_gap_ev=8.748 smiles="O=CO/C(C=O)=C/F" e_above_lowest_ev=2.714 total_charge=0 e_tot_ev=-13053.04675
O -2.5868 0.6927 -0.0122 1.3 -3.4 0.0 0.0573
C -2.2494 -0.4839 -0.0844 0.1 0.3 -0.2 -0.2195
O -0.9327 -1.0569 -0.1069 -2.0 1.2 1.0 -0.0229
C 0.2556 -0.3396 0.1132 -3.0 4.1 0.0 -0.2219
C 1.3892 -1.1764 0.2707 6.2 2.3 -4.0 -0.0887
O 2.5075 -0.6493 -0.2612 -5.0 -3.6 3.4 -0.0325
C 0.2249 1.0897 0.1425 0.4 -1.5 0.1 0.0193
F 1.4093 1.7112 -0.0524 -1.2 -0.3 0.7 0.0314
H -2.9364 -1.4145 -0.1851 0.9 1.7 0.1 0.1700
H 1.2793 -2.2417 0.6376 0.3 1.2 -0.2 0.1471
H -0.6520 1.8245 0.4091 1.8 -1.9 -1.0 0.1604